Arrangement P

Formula: C5H6O2
Source: OMol25
Level of theory: ωB97M-V with the def2-TZVPD basis set

Properties
Spin multiplicity = 1
Frontier orbital gap = 0.359 Eh
Net charge = 0
Lowest unoccupied orbital energy = 0.3 eV

Each line ends with the Löwdin charge.
CARTESIAN COORDINATES (ANGSTROEM)
O  1.435  0.983  -1.908  0.08
C  0.639  0.421  -1.201  -0.46
C  0.885  0.485  0.584  -0.08
C  -0.425  -0.009  1.172  -0.11
C  -1.215  -0.598  -0.008  -0.42
O  -2.307  -1.109  0.099  0.08
C  -0.464  -0.440  -1.269  0.05
H  1.025  1.568  0.587  0.13
H  1.801  0.040  0.990  0.12
H  -1.020  0.799  1.607  0.13
H  -0.302  -0.782  1.936  0.13
H  -0.898  -0.769  -2.208  0.14
H  0.844  -0.588  -0.382  0.22

Arrangement Q

Formula: C5H6O2
Source: OMol25
Level of theory: ωB97M-V with the def2-TZVPD basis set

Properties
Spin multiplicity = 1
Frontier orbital gap = 0.372 Eh
Net charge = 0
Lowest unoccupied orbital energy = 0.7 eV

Each line ends with the Löwdin charge.
CARTESIAN COORDINATES (ANGSTROEM)
C  0.496  1.573  0.069  0.01
C  -0.250  0.285  0.204  -0.52
C  -0.278  -0.621  1.355  0.10
C  0.270  -1.020  -0.275  -0.04
C  -0.952  -0.993  -1.158  -0.45
O  -1.377  -1.615  -2.083  0.15
O  -1.449  0.161  -0.617  0.10
H  -0.052  2.394  0.533  0.09
H  0.621  1.795  -0.996  0.10
H  1.484  1.495  0.532  0.10
H  -0.356  -1.695  0.883  0.13
H  0.633  -0.482  1.949  0.09
H  1.275  -1.328  -0.504  0.15

Least stable structure: arrangement Q

Arrangement P

Formula: C5H6O2
Source: OMol25
Level of theory: ωB97M-V with the def2-TZVPD basis set

Properties
Spin multiplicity = 1
Frontier orbital gap = 0.362 Eh
Net charge = 0
Lowest unoccupied orbital energy = 0.8 eV

Each line ends with the Löwdin charge.
CARTESIAN COORDINATES (ANGSTROEM)
O  -0.593  -1.135  0.858  -0.01
C  -1.268  -0.743  -0.354  -0.09
C  -0.103  0.185  -0.719  -0.15
C  -0.366  1.662  -0.511  -0.21
O  -1.461  2.129  -0.320  0.07
C  0.540  -0.477  0.480  -0.36
C  1.689  -0.621  1.120  0.08
H  1.565  -1.284  1.957  0.07
H  -1.376  -1.603  -1.019  0.13
H  -2.215  -0.257  -0.130  0.12
H  0.414  0.019  -1.669  0.15
H  0.539  2.303  -0.532  0.13
H  2.636  -0.180  0.838  0.06

Arrangement Q

Formula: C5H6O2
Source: OMol25
Level of theory: ωB97M-V with the def2-TZVPD basis set

Properties
Spin multiplicity = 1
Frontier orbital gap = 0.329 Eh
Net charge = 0
Lowest unoccupied orbital energy = 0.4 eV

Each line ends with the Löwdin charge.
CARTESIAN COORDINATES (ANGSTROEM)
C  0.564  0.612  1.277  -0.12
O  0.486  -0.825  1.183  -0.08
C  0.341  -1.118  -0.192  -0.32
C  -0.984  -0.655  -0.812  -0.17
O  -1.328  0.550  -0.159  -0.07
C  0.036  1.055  -0.083  -0.27
C  0.770  0.051  -1.061  0.15
H  1.600  0.936  1.474  0.13
H  -0.089  0.956  2.087  0.13
H  0.696  -2.124  -0.420  0.15
H  -1.814  -1.330  -1.050  0.16
H  0.067  2.125  -0.312  0.15
H  -0.550  -0.291  -1.862  0.15

Arrangement R

Formula: C5H6O2
Source: OMol25
Level of theory: ωB97M-V with the def2-TZVPD basis set

Properties
Spin multiplicity = 1
Frontier orbital gap = 0.324 Eh
Net charge = 0
Lowest unoccupied orbital energy = 0.2 eV

Each line ends with the Löwdin charge.
CARTESIAN COORDINATES (ANGSTROEM)
O  -2.387  1.287  -0.056  -0.05
C  -1.233  1.769  0.592  -0.25
C  -0.029  0.848  0.662  0.05
C  0.429  -0.339  0.532  -0.13
C  1.139  -1.483  0.421  -0.09
C  1.642  -1.867  -0.885  -0.33
O  2.244  -2.894  -1.127  0.01
H  -2.679  0.472  0.370  0.10
H  -1.469  2.107  1.618  0.13
H  -0.948  2.671  0.046  0.12
H  1.360  -2.067  1.302  0.11
H  1.160  0.548  0.024  0.21
H  1.430  -1.128  -1.700  0.12

Arrangement S

Formula: C5H6O2
Source: OMol25
Level of theory: ωB97M-V with the def2-TZVPD basis set

Properties
Spin multiplicity = 1
Frontier orbital gap (alpha / beta) = 0.249 / 0.268 Eh
Net charge = 0
Structure (SMILES) = C#CC(=O)[C@@H](C)O
Lowest unoccupied orbital energy (alpha / beta) = -3.3 / -3.0 eV

Each line ends with the Löwdin charge.
CARTESIAN COORDINATES (ANGSTROEM)
C  -1.467  -1.533  -1.660  0.28
C  -0.841  -1.388  -0.230  0.12
C  0.188  -0.559  -0.638  -0.29
O  1.199  -0.755  -1.791  -0.13
C  0.316  0.767  0.056  -0.44
C  -0.045  0.603  1.523  -0.05
O  1.632  1.201  -0.037  -0.02
H  -2.270  -2.254  -1.658  0.02
H  -0.374  1.449  -0.460  0.16
H  0.100  1.579  1.989  0.09
H  0.600  -0.131  2.014  0.10
H  -1.096  0.319  1.641  0.08
H  2.058  0.702  -0.748  0.08

Least stable structure: arrangement S

Arrangement P

Formula: CH3ClO3S
Source: OMol25
Level of theory: ωB97M-V with the def2-TZVPD basis set

Properties
Spin multiplicity = 1
Frontier orbital gap = 0.419 Eh
Net charge = 0
Structure (SMILES) = COS(=O)(=O)Cl
Lowest unoccupied orbital energy = 0.2 eV

Each line ends with the Löwdin charge.
CARTESIAN COORDINATES (ANGSTROEM)
C  0.916  0.406  -0.883  -0.06
O  -0.307  -0.413  -0.794  -0.32
S  -0.979  -0.296  0.655  0.36
O  -0.890  0.937  1.288  -0.29
O  -2.398  -1.000  0.538  -0.38
Cl  0.130  -1.536  1.760  0.46
H  1.564  0.305  -1.748  0.10
H  1.433  0.183  0.018  0.05
H  0.531  1.413  -0.834  0.09

Arrangement Q

Formula: CH3ClO3S
Source: OMol25
Level of theory: ωB97M-V with the def2-TZVPD basis set

Properties
Spin multiplicity = 1
Frontier orbital gap = 0.334 Eh
Net charge = 0
Structure (SMILES) = COS(=O)(=O)Cl
Lowest unoccupied orbital energy = -1.6 eV

Each line ends with the Löwdin charge.
CARTESIAN COORDINATES (ANGSTROEM)
C  0.482  1.284  0.191  -0.06
O  -0.329  0.383  -0.586  -0.38
S  -0.420  -1.196  -0.349  0.53
O  -1.098  -1.775  -1.433  -0.33
O  1.281  -2.140  -0.089  -0.42
Cl  -1.721  -1.209  1.219  0.40
H  -0.017  2.238  -0.117  0.12
H  1.457  1.235  -0.115  0.06
H  0.364  1.180  1.277  0.10

Least stable structure: arrangement Q

Arrangement P

Formula: C5H14N2O2
Source: OMol25
Level of theory: ωB97M-V with the def2-TZVPD basis set

Properties
Spin multiplicity = 1
Frontier orbital gap = 0.291 Eh
Net charge = 0
Lowest unoccupied orbital energy = 0.3 eV

Each line ends with the Löwdin charge.
CARTESIAN COORDINATES (ANGSTROEM)
C  -1.272  -1.013  -0.118  -0.45
C  0.635  -0.993  -0.505  -0.20
C  -1.330  -1.503  1.322  -0.08
C  0.952  -0.925  -1.990  -0.16
O  -1.923  0.101  -0.345  -0.19
H  -1.373  1.098  0.400  0.14
H  -1.478  -1.797  -0.860  0.11
H  0.747  -2.027  -0.176  0.06
H  1.354  -0.488  0.142  0.06
H  -0.732  -2.403  1.472  0.07
H  -0.973  -0.722  1.996  0.06
H  -2.370  -1.723  1.578  0.07
H  0.281  -1.566  -2.566  0.07
H  1.974  -1.243  -2.225  0.07
H  0.818  0.073  -2.425  0.05
N  0.063  1.923  2.000  0.06
C  0.385  1.755  -0.327  -0.21
O  1.710  1.921  -0.227  0.08
N  -0.412  1.859  0.689  -0.03
H  2.138  1.571  -1.018  0.12
H  -0.155  2.832  2.392  0.09
H  1.058  1.735  2.059  0.09
H  -0.096  1.536  -1.268  0.14

Arrangement Q

Formula: C5H14N2O2
Source: OMol25
Level of theory: ωB97M-V with the def2-TZVPD basis set

Properties
Spin multiplicity = 1
Frontier orbital gap = 0.365 Eh
Net charge = 0
Structure (SMILES) = C#CC.CCON.NO
Lowest unoccupied orbital energy = 0.9 eV

Each line ends with the Löwdin charge.
CARTESIAN COORDINATES (ANGSTROEM)
C  1.034  2.376  -1.139  0.07
C  0.305  1.602  -1.719  -0.19
C  -0.682  0.652  -2.179  -0.10
H  1.860  3.029  -1.060  0.03
H  -0.614  0.542  -3.262  0.08
H  -1.684  1.014  -1.935  0.09
H  -0.529  -0.313  -1.697  0.06
C  2.105  -1.524  -0.126  -0.07
C  0.927  -1.158  0.759  -0.29
O  -0.207  -1.875  0.276  -0.22
N  -1.361  -1.571  1.069  0.02
H  2.998  -1.017  0.232  0.08
H  1.918  -1.212  -1.151  0.07
H  2.271  -2.599  -0.109  0.07
H  1.117  -1.439  1.802  0.12
H  0.723  -0.083  0.709  0.09
H  -2.091  -1.346  0.396  0.09
H  -1.614  -2.438  1.542  0.09
N  -1.453  1.359  2.026  -0.05
O  -1.030  1.748  0.728  -0.23
H  -1.392  0.337  2.045  0.02
H  -2.443  1.594  2.087  0.07
H  -0.159  2.322  0.708  0.10

Least stable structure: arrangement Q

Arrangement P

Formula: C3H8NS
Source: OMol25
Level of theory: ωB97M-V with the def2-TZVPD basis set

Properties
Spin multiplicity = 1
Frontier orbital gap = 0.241 Eh
Net charge = -1
Structure (SMILES) = CNCC[S-]
Lowest unoccupied orbital energy = 4.2 eV

Each line ends with the Löwdin charge.
CARTESIAN COORDINATES (ANGSTROEM)
C  -2.026  1.197  -0.573  -0.16
N  -0.923  0.795  0.454  -0.20
C  0.488  1.139  -0.004  -0.37
C  1.322  -0.064  -0.291  -0.77
S  0.634  -1.669  0.349  0.11
H  -1.891  2.320  -0.743  0.05
H  -1.773  0.564  -1.504  0.08
H  -3.082  1.267  -0.219  0.04
H  -1.026  -0.237  0.717  -0.03
H  1.047  1.749  0.732  0.08
H  0.471  1.669  -1.062  0.12
H  1.467  -0.114  -1.320  -0.02
H  2.406  0.288  -0.157  0.06

Arrangement Q

Formula: C3H8NS
Source: OMol25
Level of theory: ωB97M-V with the def2-TZVPD basis set

Properties
Spin multiplicity = 1
Frontier orbital gap = 0.233 Eh
Net charge = -1
Lowest unoccupied orbital energy = 4.1 eV

Each line ends with the Löwdin charge.
CARTESIAN COORDINATES (ANGSTROEM)
C  -2.425  0.119  0.206  -0.78
S  -1.837  -1.102  -0.982  0.02
H  -2.996  0.945  -0.236  -0.02
H  -3.115  -0.294  0.957  -0.02
H  -1.637  0.616  0.781  -0.03
C  1.486  0.066  0.907  -0.19
C  1.578  -0.066  -1.392  -0.12
N  1.850  0.634  -0.374  -0.11
H  0.967  -0.902  0.826  0.06
H  0.849  0.775  1.425  0.06
H  2.380  -0.042  1.543  0.06
H  1.714  0.328  -2.388  0.05
H  1.185  -1.077  -1.272  0.03

Arrangement R

Formula: C3H8NS
Source: OMol25
Level of theory: ωB97M-V with the def2-TZVPD basis set

Properties
Spin multiplicity = 1
Frontier orbital gap = 0.232 Eh
Net charge = -1
Structure (SMILES) = NCCC[S-]
Lowest unoccupied orbital energy = 4.1 eV

Each line ends with the Löwdin charge.
CARTESIAN COORDINATES (ANGSTROEM)
N  -1.460  -1.304  0.724  -0.04
C  -0.543  -0.692  -0.260  -0.32
C  0.147  0.523  0.321  -0.34
C  1.427  0.915  -0.475  -0.85
S  1.149  2.029  -1.839  0.07
H  -1.434  -0.892  1.651  0.04
H  -2.256  -1.762  0.318  0.04
H  0.215  -1.436  -0.510  0.09
H  -1.067  -0.479  -1.191  0.10
H  -0.486  1.416  0.367  0.08
H  0.320  0.366  1.401  0.09
H  1.874  -0.047  -0.761  0.03
H  2.115  1.363  0.256  0.02

Least stable structure: arrangement P

Arrangement P

Formula: C4H6N2S
Source: OMol25
Level of theory: ωB97M-V with the def2-TZVPD basis set

Properties
Spin multiplicity = 1
Frontier orbital gap = 0.316 Eh
Net charge = 0
Structure (SMILES) = Nc1cc(S)c[nH]1
Lowest unoccupied orbital energy = 0.7 eV

Each line ends with the Löwdin charge.
CARTESIAN COORDINATES (ANGSTROEM)
N  2.330  -0.531  -0.196  0.00
C  0.905  -0.251  -0.027  -0.48
C  -0.313  -0.935  -0.095  -0.11
C  -1.307  -0.024  -0.193  -0.65
S  -3.140  -0.299  -0.187  0.62
C  -0.714  1.213  -0.144  -0.11
N  0.702  1.003  -0.119  0.06
H  2.364  -1.660  -0.695  0.18
H  2.805  -0.603  0.891  0.15
H  -0.421  -1.983  0.073  0.10
H  -3.627  0.289  1.201  -0.03
H  -1.153  2.129  -0.278  0.07
H  1.568  1.651  -0.231  0.21

Arrangement Q

Formula: C4H6N2S
Source: OMol25
Level of theory: ωB97M-V with the def2-TZVPD basis set

Properties
Spin multiplicity = 1
Frontier orbital gap = 0.301 Eh
Net charge = 0
Structure (SMILES) = CN(C)C(=S)C#N
Lowest unoccupied orbital energy = -0.9 eV

Each line ends with the Löwdin charge.
CARTESIAN COORDINATES (ANGSTROEM)
C  0.811  0.658  1.043  -0.15
N  0.648  0.391  -0.339  -0.25
C  -0.590  -0.020  -0.939  -0.10
C  1.957  0.347  -1.122  -0.73
S  3.372  0.348  -0.337  0.77
C  1.814  0.569  -2.516  -0.27
N  1.640  0.982  -3.560  0.19
H  0.943  1.748  1.262  0.11
H  -0.028  0.119  1.438  0.07
H  1.796  0.040  1.389  0.07
H  -0.431  -0.978  -1.431  0.08
H  -1.570  -0.157  -0.287  0.13
H  -1.071  0.666  -1.646  0.08

Least stable structure: arrangement P